2 unconnected molecules or ions with the total composition C7H10, computed with ωB97M-V/def2-TZVPD.

Structure (XYZ):
```
17
Properties=species:S:1:pos:R:3:forces:R:3
C -0.081 -0.715 -1.225 -0.01 -0.24 0.11
C -0.831 0.336 -0.878 0.30 0.10 -0.29
C -1.442 1.120 0.208 -0.18 0.16 0.25
C -0.031 1.429 -0.285 0.06 0.25 0.10
C 1.282 0.794 0.080 -0.01 0.15 0.01
C 1.299 -0.489 0.837 0.00 -0.05 0.17
C 1.310 -0.545 -0.682 0.16 -0.02 -0.28
H -0.412 -1.645 -1.679 -0.09 -0.02 0.38
H -2.196 1.889 0.055 0.15 -0.09 -0.18
H -1.571 0.597 1.153 -0.05 -0.10 -0.16
H 0.033 2.315 -0.917 -0.03 -0.07 0.20
H 2.166 1.424 0.112 -0.16 -0.14 0.01
H 2.231 -0.723 1.343 -0.09 -0.02 -0.12
H 0.413 -0.808 1.383 0.10 0.02 -0.23
H 2.199 -0.945 -1.162 -0.13 0.11 -0.01
H -2.300 -2.176 1.145 0.02 0.03 -0.09
H -2.068 -1.856 0.513 -0.03 -0.05 0.11
```
Forces are in eV/Å.

As for the structure (SMILES): C1=C2C[C@H]2[C@H]2C[C@@H]12.[H][H]. Its frontier orbital gap is 9.44 eV. Its energy relative to the best compared isomer or geometry (same formula, charge and spin) is 457.4 kJ/mol. As for the charge: 0.

These are the Mulliken partial charges, in e, on atoms 1 to 8: -0.805 0.282 -0.630 -0.095 -0.455 -0.648 -0.073 0.421